# 1
The following is a quantum chemistry calculation of a structure of composition C33H55GaNP2 at a distorted geometry, from OMol25.

Its HOMO-LUMO gap (spin up / spin down) is 4.535 / 4.532 eV. The total charge is +1. For the LUMO energy (spin up / spin down), the calculation gives -0.13368 / -0.13378 Eh. The multiplicity is 1. The calculation puts the HOMO energy (spin up / spin down) at -8.2 / -8.2 eV.

Structure (XYZ):
```
92
C33H55GaNP2, DFT ωB97M-V with the def2-TZVPD basis set
Ga -0.121 -0.709 0.888
C 0.543 0.251 -2.456
C -0.014 1.461 -1.944
C 1.982 1.069 -0.860
C 1.802 0.041 -1.825
C 0.884 1.972 -0.966
C -0.035 -0.640 -3.488
H -1.088 -0.399 -3.685
H 0.038 -1.696 -3.173
H 0.505 -0.552 -4.446
C 2.819 -0.980 -2.169
H 2.368 -1.832 -2.693
H 3.344 -1.351 -1.277
H 3.584 -0.550 -2.842
C 3.155 1.188 0.032
H 4.068 1.462 -0.527
H 3.357 0.222 0.521
H 2.998 1.950 0.808
C 0.791 3.272 -0.268
H 1.438 4.010 -0.770
H 1.133 3.207 0.777
H -0.230 3.674 -0.293
C -1.221 2.157 -2.437
H -0.964 2.912 -3.196
H -1.729 2.691 -1.624
H -1.920 1.459 -2.910
C -6.408 -3.215 1.207
C -6.760 -2.643 0.050
C -7.839 -1.621 -0.148
C -8.132 -0.668 1.041
C -6.939 0.009 1.643
C -6.141 -0.463 2.609
C -6.273 -1.766 3.332
C -6.974 -2.916 2.562
H -8.791 -2.117 -0.405
H -8.716 -1.202 1.798
H -7.584 -1.016 -1.031
H -8.050 -2.714 2.521
H -5.683 -4.038 1.204
H -6.309 -2.999 -0.884
H -6.854 -3.823 3.178
H -5.269 -2.101 3.636
H -5.339 0.183 2.985
H -6.824 -1.613 4.276
H -8.789 0.128 0.650
H -6.771 1.022 1.261
P -2.196 -1.517 0.266
P -1.102 0.708 2.502
C -3.102 -1.239 1.847
C -2.319 -0.587 3.014
H -3.464 -2.234 2.135
H -3.982 -0.636 1.592
H -3.013 -0.150 3.743
H -1.738 -1.357 3.541
C 0.080 1.264 3.779
H 0.669 2.111 3.379
H 0.779 0.454 4.053
H -0.451 1.606 4.679
C -2.054 2.181 1.990
H -2.778 2.469 2.764
H -2.592 1.983 1.052
H -1.370 3.028 1.833
C -2.236 -3.309 -0.046
H -1.829 -3.509 -1.051
H -3.292 -3.624 -0.001
H -1.653 -3.849 0.713
C -3.217 -0.901 -1.113
H -3.257 0.200 -1.135
H -4.232 -1.315 -1.000
H -2.785 -1.273 -2.056
C 4.934 -1.876 4.306
N 4.350 -1.204 3.189
C 5.245 -0.730 2.176
C 2.908 -1.079 3.043
C 2.238 -2.214 2.331
C 2.519 -3.498 2.801
C 2.320 -4.586 1.958
C 1.739 -4.402 0.706
C 1.267 -3.144 0.331
C 1.346 -2.068 1.231
H 5.244 -2.903 4.052
H 4.228 -1.912 5.142
H 5.840 -1.347 4.630
H 5.157 -1.305 1.235
H 5.071 0.333 1.948
H 6.280 -0.827 2.541
H 2.501 -1.035 4.071
H 2.703 -0.134 2.516
H 2.900 -3.617 3.817
H 2.617 -5.578 2.280
H 1.612 -5.221 -0.007
H 0.817 -2.993 -0.662
```

---

# 2
The following is a quantum chemistry calculation of a structure of composition C33H56BiClN2O3P at a distorted geometry, from OMol25.

Its HOMO-LUMO gap (spin up / spin down) is 4.453 / 4.421 eV. The total charge is -1. For the LUMO energy (spin up / spin down), the calculation gives 0.09789 / 0.09791 Eh. The multiplicity is 1. The value obtained for the energy above the lowest of the compared OMol25 structures with the same formula, charge and spin is 27.26 kcal/mol. The calculation puts the HOMO energy (spin up / spin down) at -1.8 / -1.8 eV.

Structure (XYZ):
```
97
C33H56BiClN2O3P, DFT ωB97M-V with the def2-TZVPD basis set
Bi -1.361 -0.652 0.342
P 1.334 -2.167 -0.346
Cl -1.686 -1.947 2.505
C 0.599 0.095 1.002
H 1.245 0.792 0.456
H 0.800 -0.056 2.079
C 0.377 -3.249 -1.594
C 1.445 -3.114 1.279
C 1.069 -4.461 -2.224
H -0.453 -3.629 -0.966
C 0.043 -5.295 -3.017
H 1.861 -4.130 -2.916
H 1.558 -5.092 -1.466
C -0.737 -4.478 -4.061
H 0.559 -6.121 -3.517
H -0.676 -5.751 -2.322
C -1.286 -3.167 -3.487
H -0.076 -4.266 -4.913
H -1.555 -5.086 -4.467
C -0.216 -2.371 -2.720
H -1.680 -2.549 -4.299
H -2.135 -3.385 -2.822
H 0.593 -2.086 -3.414
H -0.653 -1.426 -2.345
C 3.108 -2.128 -0.986
C 2.501 -2.455 2.189
H 0.462 -2.886 1.735
C 2.427 -3.031 3.612
H 3.514 -2.598 1.772
H 2.322 -1.371 2.217
C 2.392 -4.561 3.656
H 3.296 -2.680 4.178
H 1.531 -2.645 4.121
C 1.375 -5.169 2.682
H 3.391 -4.955 3.426
H 2.170 -4.894 4.679
C 1.524 -4.641 1.246
H 1.493 -6.257 2.668
H 0.356 -4.956 3.038
H 2.481 -4.984 0.822
H 0.727 -5.058 0.610
C 3.170 -1.481 -2.375
H 3.564 -1.428 -0.260
C 4.623 -1.205 -2.787
H 2.701 -2.161 -3.104
H 2.610 -0.532 -2.392
C 5.529 -2.437 -2.667
H 4.626 -0.859 -3.826
H 5.028 -0.388 -2.169
C 5.380 -3.173 -1.331
H 5.325 -3.131 -3.493
H 6.573 -2.138 -2.805
C 3.916 -3.434 -0.948
H 5.908 -4.133 -1.381
H 5.864 -2.586 -0.537
H 3.482 -4.160 -1.651
H 3.867 -3.896 0.048
C 1.595 1.942 -1.948
C 2.430 2.159 -0.903
H 1.700 1.066 -2.592
C 2.326 3.372 -0.036
H 3.178 1.403 -0.619
C 0.915 3.988 -0.089
H 2.619 3.118 0.987
H 3.016 4.156 -0.383
C 0.497 4.182 -1.543
H 0.202 3.348 0.455
H 0.909 4.960 0.425
C 0.482 2.863 -2.336
H -0.493 4.655 -1.610
H 1.219 4.866 -2.021
H -0.490 2.352 -2.184
H 0.544 3.101 -3.411
C -3.005 5.263 3.154
C -3.696 3.928 3.323
C -3.651 2.954 2.121
C -4.527 1.720 2.404
C -4.003 0.797 3.489
C -4.110 3.632 0.823
O -4.907 4.557 0.761
N -3.468 3.156 -0.338
C -2.688 1.994 -0.438
O -2.345 1.509 -1.526
N -2.290 1.484 0.773
C -2.248 2.499 1.732
O -1.219 3.016 2.156
H -1.939 5.100 2.948
H -3.119 5.842 4.084
H -3.450 5.833 2.328
H -3.268 3.413 4.185
H -4.759 4.088 3.535
H -5.538 2.069 2.655
H -4.631 1.135 1.482
H -3.720 1.340 4.394
H -4.779 0.077 3.761
H -3.148 0.200 3.154
H -3.821 3.533 -1.203
```

---

# 3
The following is a quantum chemistry calculation of a structure of composition C33H56CaN5O4PS2 at a distorted geometry, from OMol25.

Its HOMO-LUMO gap is 8.218 eV. For the LUMO energy, the calculation gives 0.00942 Eh. The multiplicity is 1. The value obtained for the energy above the lowest of the compared OMol25 structures with the same formula, charge and spin is 58.94 kcal/mol. The calculation puts the HOMO energy at -8.0 eV.

Structure (XYZ):
```
102
C33H56CaN5O4PS2, DFT ωB97M-V with the def2-TZVPD basis set
Ca -1.229 0.110 0.340
O -3.118 -0.796 3.400
S -2.899 -0.135 2.142
O -3.986 0.747 1.697
O -1.641 0.710 2.192
O -2.620 -1.132 1.043
C 5.441 1.777 0.140
N 4.506 2.862 0.088
C 4.758 4.165 -0.246
C 3.596 4.843 -0.187
N 2.596 3.954 0.177
C 3.174 2.715 0.359
S 2.515 1.279 0.827
C 1.251 4.270 0.390
C 0.759 5.549 0.122
C -0.565 5.810 0.425
C -1.346 4.810 0.985
C -0.772 3.562 1.184
N 0.487 3.302 0.874
H 6.454 2.162 0.221
H 5.359 1.157 -0.755
H 5.204 1.155 1.004
H 5.743 4.511 -0.480
H 3.425 5.886 -0.344
H 1.382 6.315 -0.305
H -0.965 6.794 0.229
H -2.372 4.986 1.262
H -1.321 2.738 1.625
C -1.185 -6.231 -0.621
C -1.076 -5.829 0.855
C -0.900 -4.313 1.015
C -0.063 -3.778 -0.145
C -0.904 -3.857 -1.428
C -1.816 -5.095 -1.420
P 0.492 -2.017 0.149
C 1.359 -1.996 1.794
C 2.269 -3.185 2.149
C 2.538 -3.217 3.662
C 2.590 -1.795 4.214
C 1.202 -1.140 4.126
C 0.396 -1.704 2.949
C 1.972 -1.768 -0.990
C 2.956 -2.932 -1.215
C 2.931 -3.429 -2.658
C 3.348 -2.311 -3.614
C 2.672 -0.977 -3.251
C 1.481 -1.195 -2.323
H -1.786 -7.136 -0.719
H -0.197 -6.455 -1.029
H -0.224 -6.347 1.305
H -1.969 -6.147 1.393
H -0.417 -4.118 1.969
H -1.859 -3.791 1.027
H 0.822 -4.417 -0.254
H -0.246 -3.897 -2.299
H -1.523 -2.954 -1.505
H -2.009 -5.419 -2.445
H -2.774 -4.843 -0.967
H 1.988 -1.100 1.695
H 3.217 -3.080 1.619
H 1.823 -4.133 1.846
H 3.482 -3.733 3.850
H 1.750 -3.770 4.176
H 3.311 -1.223 3.625
H 2.946 -1.802 5.248
H 1.316 -0.061 4.006
H 0.644 -1.312 5.047
H -0.370 -0.982 2.652
H -0.126 -2.608 3.260
H 2.513 -0.955 -0.487
H 2.741 -3.763 -0.544
H 3.970 -2.596 -0.990
H 1.932 -3.785 -2.906
H 3.614 -4.275 -2.766
H 3.100 -2.602 -4.636
H 4.432 -2.192 -3.569
H 2.360 -0.455 -4.156
H 3.380 -0.332 -2.727
H 0.760 -1.861 -2.796
H 0.975 -0.242 -2.125
C -5.964 2.245 -0.361
C -4.877 3.183 0.156
N -3.885 3.552 -0.849
C -4.114 4.818 -1.514
C -5.173 4.753 -2.622
C -2.852 2.723 -1.147
C -1.827 3.206 -2.150
N -2.648 1.572 -0.630
H -6.718 2.132 0.412
H -5.533 1.266 -0.550
H -6.436 2.615 -1.269
H -4.388 2.676 0.993
H -5.321 4.114 0.519
H -3.179 5.188 -1.935
H -4.446 5.542 -0.761
H -4.998 3.892 -3.262
H -5.128 5.655 -3.229
H -6.175 4.676 -2.205
H -2.269 3.455 -3.112
H -1.096 2.412 -2.296
H -1.312 4.076 -1.749
H -3.310 1.296 0.107
```

---

# 4
The following is a quantum chemistry calculation of a cluster of 2 separate species, C33H56F8N4O3 in total at a distorted geometry, from OMol25.

Its HOMO-LUMO gap is 8.444 eV. For the LUMO energy, the calculation gives 0.00613 Eh. The multiplicity is 1. The calculation puts the HOMO energy at -8.3 eV.

Structure (XYZ):
```
104
C33H56F8N4O3, DFT ωB97M-V with the def2-TZVPD basis set
C 0.571 1.818 0.804
C 0.198 0.359 1.002
C -1.120 -0.284 0.187
C -0.539 -0.454 -1.380
O 0.919 -0.415 -1.474
C 1.475 -1.448 -2.356
C 2.033 -0.668 -3.726
C 2.710 -2.329 -1.651
C 3.447 -1.543 -0.415
C 4.548 -0.509 -1.125
C 4.214 -2.721 0.486
N -1.428 -1.662 0.632
C -0.268 -2.585 0.837
C 0.093 -2.950 2.399
C -0.496 -1.933 3.526
O -2.067 0.748 0.144
C -3.419 0.695 0.489
C -4.039 -0.210 1.661
C -4.602 -1.701 1.339
C -5.914 -2.081 0.389
C -6.456 -3.636 0.150
C -5.714 -4.945 0.877
C -4.450 -4.584 1.861
C -3.927 -3.047 2.073
C -3.730 2.267 1.020
C -3.247 2.548 2.562
N -4.370 2.404 3.609
N -2.934 4.064 2.608
N -1.950 1.889 2.972
C -4.312 0.596 -0.925
C -4.155 1.937 -1.888
C -3.888 -0.658 -1.888
C -5.203 -0.924 -2.889
C -5.144 -2.422 -3.557
H 1.552 2.252 1.280
H -0.091 2.507 0.105
H 0.846 -0.224 1.776
H -0.952 0.457 -2.030
H -1.057 -1.417 -1.792
H 0.714 -2.245 -2.745
H 2.693 -1.453 -4.291
H 1.065 -0.496 -4.401
H 2.582 0.327 -3.442
H 3.486 -2.627 -2.494
H 2.244 -3.354 -1.274
H 2.729 -0.988 0.324
H 3.992 0.535 -1.185
H 4.878 -0.895 -2.205
H 5.485 -0.487 -0.398
H 5.270 -3.015 0.036
H 3.523 -3.680 0.625
H 4.361 -2.276 1.581
H -2.122 -2.182 0.055
H 0.739 -2.284 0.323
H -0.573 -3.628 0.338
H -0.261 -4.044 2.691
H 1.279 -2.963 2.526
H 0.357 -1.591 4.269
H -1.299 -2.523 4.181
H -1.013 -0.963 3.135
H -4.991 0.376 2.087
H -3.323 -0.324 2.610
H -6.515 -1.239 -0.154
H -7.375 -3.900 -0.557
H -6.055 -6.061 0.716
H -3.886 -5.440 2.446
H -3.016 -2.879 2.794
H -3.094 3.053 0.382
H -4.857 2.560 0.829
H -4.162 3.077 4.394
H -4.322 1.433 4.041
H -2.134 4.255 1.957
H -2.539 4.281 3.570
H -1.159 2.569 3.033
H -2.029 1.368 3.880
H -5.433 0.599 -0.571
H -3.100 2.470 -1.770
H -4.465 1.763 -3.002
H -4.941 2.722 -1.449
H -3.032 -0.313 -2.606
H -3.707 -1.676 -1.344
H -6.212 -0.751 -2.322
H -5.183 -0.142 -3.787
H -4.430 -2.353 -4.490
H -4.741 -3.245 -2.821
H -6.205 -2.756 -3.952
C 7.649 2.188 -1.242
C 7.379 1.991 0.257
C 6.057 2.566 0.749
F 5.995 3.909 0.589
F 5.898 2.335 2.079
F 8.427 2.484 0.970
F 7.373 0.641 0.493
O 8.507 3.280 -1.579
C 7.861 4.543 -1.731
C 8.376 5.593 -0.742
F 8.146 5.220 0.543
F 7.745 6.785 -0.917
F 6.519 4.373 -1.667
F 8.127 4.940 -3.005
H 8.197 1.300 -1.578
H 6.730 2.184 -1.841
H 5.207 2.113 0.231
H 9.451 5.752 -0.859
```

---

Question: What is the formula in the second record?
Answer: C33H56BiClN2O3P